[1]
35
Properties=species:S:1:pos:R:3:forces:R:3:lowdin_charge:R:1 method="wB97M-V/def2-TZVPD" e_lumo_ha="-0.289 / -0.289" total_charge=+2 s_squared=0.75 molar_mass_g_mol=464.46 multiplicity=2 orbital_gap_ha="0.2195 / 0.2196" de_lowest_kcal_mol=62.8
C 1.665 -2.587 1.148 0.316 -0.850 -0.841 -0.079
C 1.642 -2.872 -0.180 0.329 -0.384 1.093 -0.079
H 0.829 -2.760 1.825 -0.104 0.010 -0.258 0.065
H 2.598 -2.330 1.649 -0.097 0.197 -0.207 0.092
H 2.554 -2.843 -0.776 -0.083 0.233 0.133 0.092
H 0.787 -3.313 -0.691 -0.159 0.134 0.204 0.072
Yb 0.869 -0.296 -0.019 0.816 1.995 -0.252 1.752
C 2.591 1.461 0.818 0.248 0.039 0.157 -0.193
C 3.414 0.505 0.155 -0.784 -0.050 -0.278 -0.176
C 2.046 1.490 -1.418 0.234 0.263 0.001 -0.211
C 1.794 2.111 -0.162 -0.132 -0.180 -0.139 -0.200
H 4.216 -0.070 0.601 -0.133 -0.013 0.007 0.114
H 3.576 -0.038 -2.014 -0.252 0.096 0.214 0.118
H 1.633 1.812 -2.376 0.131 -0.177 0.353 0.122
C 3.065 0.518 -1.228 -0.099 -0.199 0.267 -0.187
H 1.208 3.023 -0.024 0.000 -0.564 0.089 0.125
H 2.667 1.737 1.875 -0.065 -0.103 -0.502 0.121
N -1.853 -1.241 2.642 0.296 0.125 0.463 0.130
C -1.769 0.037 2.234 -0.799 0.488 -0.768 -0.618
N -0.911 0.433 1.304 -0.489 -0.781 -0.500 -0.078
C -1.434 1.538 0.581 -1.419 1.223 2.760 -0.334
C -2.439 2.191 1.303 1.588 -0.379 -1.402 -0.315
S -3.032 1.228 2.592 1.133 -0.432 0.260 1.131
C -1.442 1.415 -0.858 -1.242 1.026 -3.372 -0.340
C -2.421 1.935 -1.715 1.414 -0.210 1.477 -0.313
S -3.122 0.699 -2.698 1.273 -0.531 -0.072 1.118
C -1.878 -0.415 -2.079 -0.747 1.201 0.661 -0.614
N -0.936 0.200 -1.376 -0.611 -1.342 0.967 -0.094
N -2.036 -1.743 -2.041 -0.274 -0.212 -0.826 0.136
H -2.660 -1.561 3.166 0.483 0.009 0.025 0.130
H -1.214 -1.916 2.238 -0.513 0.168 0.373 0.089
H -2.896 3.131 1.010 -0.261 -0.382 0.074 0.101
H -2.813 2.942 -1.690 -0.398 -0.246 0.166 0.095
H -2.952 -2.147 -2.260 0.893 0.019 -0.123 0.141
H -1.343 -2.272 -1.534 -0.493 -0.191 -0.205 0.090



[2]
130
Properties=species:S:1:pos:R:3:forces:R:3:lowdin_charge:R:1 method="wB97M-V/def2-TZVPD" e_lumo_ha=-0.122 total_charge=+1 molar_mass_g_mol=1046.86 orbital_gap_ha=0.3186
C 1.229 -1.791 -0.740 -0.408 -0.073 -0.082 -0.070
O 1.518 -1.614 -2.127 0.059 0.193 -0.069 -0.178
C 0.397 -1.229 -2.893 0.768 0.068 0.657 -0.245
C 0.100 0.260 -2.715 -0.216 0.143 -0.496 -0.120
C -1.330 0.737 -3.098 0.489 -0.203 0.243 -0.085
C -2.452 -0.164 -2.716 -0.853 -0.161 0.415 -0.133
N -2.732 -1.423 -3.228 0.035 0.284 0.036 0.165
C -3.820 -1.939 -2.658 -0.741 -0.552 -0.077 -0.232
P -4.722 -3.530 -2.878 -1.652 -1.038 1.412 0.524
N -5.514 -3.920 -1.614 0.818 1.097 -0.321 -0.094
O -3.704 -4.664 -3.322 0.294 0.931 -0.296 -0.090
O -5.733 -3.345 -4.103 1.095 0.335 -0.589 -0.118
N -4.291 -1.036 -1.789 1.111 0.177 -0.884 0.197
C -3.463 0.061 -1.811 0.287 0.477 0.255 -0.139
C -3.721 1.264 -0.974 -0.225 -0.004 -0.031 -0.027
C -4.487 2.327 -1.792 -0.016 -1.204 -0.088 -0.239
O -5.665 1.742 -2.321 -0.044 -0.012 0.137 0.024
C -4.893 3.481 -0.893 -0.004 0.004 -1.127 -0.621
F -5.981 3.200 -0.190 -0.142 -0.177 0.465 0.177
F -5.156 4.568 -1.616 -0.035 0.335 -0.105 0.176
F -3.885 3.752 -0.076 0.354 0.408 0.709 0.165
H 0.217 -1.453 -0.500 -0.079 0.074 -0.032 0.085
H 1.906 -1.215 -0.120 0.238 -0.033 -0.052 0.066
H 1.272 -2.855 -0.514 0.173 -0.070 0.147 0.094
H -0.430 -1.872 -2.576 -0.231 -0.024 -0.213 0.098
H 0.698 -1.423 -3.922 -0.340 -0.190 -0.198 0.128
H 0.777 0.788 -3.383 0.126 0.163 0.074 0.122
H 0.362 0.605 -1.719 -0.144 -0.213 0.257 0.114
H -1.503 1.664 -2.559 -0.032 0.192 -0.054 0.115
H -1.366 0.991 -4.156 -0.167 -0.168 -0.138 0.129
H -2.172 -1.893 -3.920 0.077 -0.009 -0.030 0.171
H -5.348 -3.228 -0.889 -0.067 -0.651 0.689 -0.033
H -2.968 -4.316 -3.843 0.047 -0.516 -0.284 0.082
H -5.789 -2.435 -4.414 -0.273 -0.062 -0.183 0.086
H -5.112 -1.132 -1.207 0.009 -0.108 0.131 0.161
H -2.785 1.648 -0.578 0.080 0.093 -0.013 0.135
H -4.339 0.976 -0.123 -0.026 -0.042 0.111 0.127
H -3.859 2.660 -2.616 0.137 0.501 0.147 0.165
H -5.526 1.543 -3.249 -0.090 0.142 -0.128 0.108
C -7.222 1.274 2.360 0.329 0.069 -0.011 -0.007
C -7.126 -0.189 2.010 -0.113 0.343 0.176 -0.307
C -7.076 -1.139 3.185 -0.124 -0.062 0.034 -0.066
O -6.344 -2.254 2.639 0.018 0.086 0.064 0.093
C -5.547 -1.783 1.677 0.038 0.045 0.137 -0.570
O -4.668 -2.396 1.148 -0.046 0.082 -0.357 0.139
O -5.861 -0.499 1.365 -0.107 -0.173 -0.131 0.051
H -6.967 1.891 1.499 -0.156 -0.050 -0.015 0.068
H -8.232 1.522 2.680 -0.024 -0.033 -0.009 0.100
H -6.529 1.530 3.163 -0.007 -0.037 0.022 0.095
H -7.924 -0.467 1.317 0.051 -0.078 -0.033 0.162
H -8.054 -1.458 3.531 0.036 -0.189 -0.079 0.146
H -6.506 -0.738 4.025 0.004 0.078 -0.030 0.144
C -0.993 6.246 2.620 0.358 0.053 -0.008 -0.004
C -1.119 4.941 1.876 -0.010 0.396 0.236 -0.319
C -1.096 3.704 2.739 -0.163 -0.153 0.071 -0.076
O -0.579 2.716 1.829 -0.015 0.028 -0.031 0.054
C 0.195 3.366 0.925 -0.094 0.188 0.034 -0.572
O 0.904 2.828 0.137 -0.030 -0.134 -0.187 0.151
O 0.025 4.704 1.026 -0.023 -0.255 -0.017 0.091
H -0.731 7.051 1.934 -0.136 0.001 -0.051 0.091
H -1.932 6.495 3.114 -0.021 -0.030 -0.014 0.094
H -0.208 6.188 3.374 -0.022 -0.057 0.021 0.084
H -2.000 4.952 1.228 0.007 -0.046 -0.009 0.139
H -2.079 3.414 3.103 0.007 -0.158 -0.122 0.140
H -0.412 3.790 3.580 0.027 0.147 0.032 0.114
C -8.213 -5.244 -2.742 -0.174 0.051 -0.247 -0.042
C -8.965 -6.550 -2.772 0.172 0.293 -0.015 -0.326
C -8.299 -7.665 -3.545 0.033 -0.166 0.072 -0.097
O -9.418 -8.453 -3.965 0.058 0.079 -0.002 0.063
C -10.490 -7.624 -4.058 -0.004 0.032 0.006 -0.562
O -11.524 -7.909 -4.561 -0.056 -0.016 -0.025 0.175
O -10.204 -6.421 -3.496 0.029 -0.143 0.035 0.080
H -8.876 -4.435 -2.434 0.017 -0.040 0.145 0.090
H -7.364 -5.282 -2.062 -0.118 -0.064 0.022 0.050
H -7.840 -4.989 -3.735 -0.025 -0.055 -0.036 0.072
H -9.209 -6.873 -1.756 -0.029 -0.060 -0.018 0.159
H -7.613 -8.261 -2.948 -0.116 -0.135 -0.008 0.139
H -7.782 -7.300 -4.437 0.017 0.099 0.040 0.136
C 6.070 -3.437 1.312 -0.186 0.020 0.249 -0.011
C 5.735 -2.209 0.507 0.003 -0.070 0.450 -0.313
C 6.586 -0.994 0.803 -0.020 0.057 -0.119 -0.096
O 5.694 0.090 0.475 0.156 -0.019 0.104 0.065
C 4.435 -0.354 0.666 -0.113 -0.037 0.083 -0.570
O 3.465 0.338 0.675 0.032 0.004 -0.017 0.146
O 4.423 -1.691 0.857 0.026 -0.005 -0.101 0.080
H 5.248 -4.153 1.277 0.037 -0.030 -0.120 0.090
H 6.968 -3.909 0.919 0.009 0.028 -0.061 0.089
H 6.235 -3.186 2.361 0.005 0.029 -0.008 0.089
H 5.721 -2.447 -0.552 -0.013 0.126 -0.110 0.139
H 7.488 -0.941 0.209 -0.024 0.112 -0.165 0.121
H 6.838 -0.916 1.864 -0.085 -0.172 -0.008 0.121
C 4.491 2.516 6.184 -0.045 0.147 0.312 -0.015
C 3.216 2.820 5.440 0.371 -0.059 0.072 -0.309
C 3.312 3.927 4.417 -0.023 0.020 -0.246 -0.075
O 1.955 4.423 4.388 -0.006 -0.113 0.121 0.042
C 1.416 4.175 5.608 0.123 0.010 0.003 -0.578
O 0.376 4.621 5.981 -0.146 0.008 -0.086 0.148
O 2.208 3.356 6.326 -0.113 -0.001 -0.109 0.094
H 4.276 1.930 7.077 -0.031 -0.111 -0.081 0.089
H 5.177 1.957 5.549 -0.014 0.014 -0.046 0.084
H 4.984 3.434 6.501 0.000 0.027 -0.059 0.086
H 2.809 1.907 4.995 -0.086 0.043 -0.015 0.158
H 3.613 3.583 3.430 -0.186 0.019 -0.063 0.143
H 3.967 4.735 4.732 0.048 -0.046 0.087 0.118
C 8.480 1.554 2.694 -0.070 -0.066 0.295 -0.011
C 7.985 2.978 2.653 0.146 -0.282 -0.027 -0.316
C 9.006 4.033 3.018 0.051 0.099 -0.101 -0.083
O 8.177 5.085 3.535 0.048 -0.084 0.008 0.076
C 7.061 4.514 4.035 0.002 -0.031 -0.005 -0.552
O 6.253 5.071 4.705 0.020 0.044 0.026 0.157
O 6.984 3.211 3.666 0.003 0.106 -0.064 0.073
H 7.640 0.860 2.705 0.004 0.105 -0.109 0.065
H 9.100 1.341 1.824 -0.008 0.020 -0.031 0.097
H 9.068 1.370 3.594 0.016 0.035 0.006 0.093
H 7.529 3.194 1.683 -0.037 0.051 0.023 0.162
H 9.590 4.387 2.173 -0.093 0.168 0.010 0.141
H 9.679 3.705 3.813 -0.014 -0.092 -0.013 0.140
C 6.384 0.109 -4.806 -0.231 -0.089 0.150 -0.018
C 7.517 -0.612 -4.122 -0.242 0.132 -0.233 -0.318
C 7.893 -1.951 -4.716 0.144 -0.007 -0.075 -0.081
O 8.427 -2.645 -3.576 -0.076 0.021 -0.034 0.081
C 7.837 -2.131 -2.480 0.013 -0.012 -0.015 -0.552
O 7.900 -2.600 -1.386 0.206 -0.140 -0.118 0.149
O 7.151 -1.007 -2.782 0.117 -0.012 0.001 0.085
H 5.993 0.897 -4.164 0.101 0.072 -0.025 0.091
H 6.725 0.552 -5.741 0.037 0.000 0.005 0.093
H 5.562 -0.574 -5.022 0.024 -0.028 0.004 0.088
H 8.391 0.040 -4.045 0.039 -0.045 0.050 0.161
H 8.634 -1.888 -5.507 0.133 -0.081 0.123 0.142
H 7.024 -2.506 -5.076 -0.054 0.075 -0.006 0.140



[3]
14
Properties=species:S:1:pos:R:3:forces:R:3:lowdin_charge:R:1 method="wB97M-V/def2-TZVPD" e_lumo_ha=0.012 total_charge=0 molar_mass_g_mol=88.11 orbital_gap_ha=0.3409 de_lowest_kcal_mol=93.3
C -1.919 -0.389 -0.885 -0.167 -0.092 -0.078 -0.047
C 0.306 0.907 -0.112 0.265 0.028 0.359 -0.137
O -0.281 1.451 0.936 0.106 0.145 -0.214 0.013
C 0.858 -0.436 0.318 0.020 -0.018 -0.105 -0.197
C 2.335 -0.181 0.560 0.426 -0.289 -0.044 -0.270
O 3.221 -0.924 0.220 -0.450 0.373 0.190 0.063
H -2.847 0.131 -1.120 -0.048 -0.135 -0.042 0.033
H -1.827 -1.308 -1.465 -0.137 0.057 0.019 0.037
H -1.900 -0.625 0.184 0.044 0.094 -0.261 0.035
H -1.091 0.282 -1.164 -0.390 -0.269 -0.053 -0.019
H -0.582 2.333 0.666 0.055 -0.111 0.168 0.118
H 0.767 -1.186 -0.474 0.021 0.210 0.112 0.119
H 0.414 -0.827 1.248 0.097 0.151 -0.078 0.127
H 2.548 0.772 1.087 0.160 -0.145 0.026 0.125